(1)
The following is a quantum chemistry calculation of a molecular structure, C48H53F5N2O4S2SeSn, from OMol25.

Calculated values
spin multiplicity = 1
charge = -2
M = 1078.76 g/mol
HOMO-LUMO gap = 4.8 eV
energy = -168245.9499 eV
E_HOMO = -1.827 eV

Element x y z (Å)
1 Sn -0.065 0.333 -0.065
2 C -0.263 -7.263 2.255
3 C 0.681 -6.413 3.107
4 C 2.096 -7.001 2.989
5 C 0.217 -6.497 4.568
6 C 0.706 -4.957 2.642
7 C -0.003 -4.491 1.545
8 C 0.126 -3.178 1.129
9 Se -0.874 -2.611 -0.417
10 C 0.456 -2.997 -1.761
11 C 0.592 -4.323 -2.134
12 C 1.522 -4.701 -3.091
13 C 2.295 -3.674 -3.634
14 C 2.195 -2.333 -3.298
15 C 1.221 -1.927 -2.316
16 O 1.021 -0.710 -1.964
17 C 3.152 -1.380 -4.041
18 C 2.936 -1.511 -5.558
19 C 3.009 0.107 -3.706
20 C 4.602 -1.781 -3.710
21 C 1.700 -6.140 -3.573
22 C 0.695 -7.089 -2.915
23 C 1.487 -6.202 -5.094
24 C 3.115 -6.637 -3.245
25 C 0.971 -2.231 1.768
26 O 1.151 -1.046 1.276
27 C 1.619 -2.686 2.962
28 C 1.487 -4.021 3.318
29 C 2.484 -1.809 3.888
30 C 3.950 -2.260 3.766
31 C 2.437 -0.298 3.626
32 C 2.016 -1.998 5.342
33 H -0.264 -8.296 2.613
34 H 0.053 -7.265 1.210
35 H -1.285 -6.883 2.308
36 H 2.110 -8.060 3.271
37 H 2.796 -6.466 3.633
38 H 2.454 -6.909 1.962
39 H 0.159 -7.538 4.902
40 H -0.771 -6.043 4.676
41 H 0.903 -5.967 5.230
42 H -0.667 -5.131 0.979
43 H -0.042 -5.049 -1.643
44 H 3.029 -3.950 -4.386
45 H 1.924 -1.196 -5.818
46 H 3.078 -2.537 -5.906
47 H 3.646 -0.870 -6.090
48 H 2.008 0.477 -3.915
49 H 3.732 0.673 -4.305
50 H 3.210 0.293 -2.657
51 H 4.831 -2.794 -4.049
52 H 4.765 -1.740 -2.631
53 H 5.303 -1.093 -4.192
54 H -0.329 -6.764 -3.106
55 H 0.850 -7.133 -1.835
56 H 0.815 -8.099 -3.318
57 H 0.499 -5.814 -5.349
58 H 1.566 -7.231 -5.461
59 H 2.229 -5.598 -5.618
60 H 3.301 -6.567 -2.171
61 H 3.869 -6.035 -3.756
62 H 3.243 -7.680 -3.555
63 H 2.024 -4.363 4.198
64 H 4.286 -2.155 2.732
65 H 4.071 -3.306 4.057
66 H 4.593 -1.646 4.403
67 H 2.880 -0.042 2.671
68 H 2.998 0.210 4.418
69 H 1.415 0.080 3.623
70 H 2.074 -3.038 5.669
71 H 0.981 -1.667 5.442
72 H 2.637 -1.399 6.013
73 C -4.243 0.665 2.710
74 C -2.763 0.940 2.460
75 O -2.143 0.064 1.864
76 C -2.191 2.166 2.990
77 C -2.933 2.924 3.917
78 C -2.436 4.039 4.541
79 C -1.118 4.440 4.258
80 C -0.362 3.751 3.354
81 C -0.862 2.615 2.622
82 O -0.141 2.129 1.704
83 H -4.491 -0.270 2.215
84 H -4.849 1.473 2.296
85 H -4.455 0.579 3.777
86 H -3.935 2.601 4.173
87 H -3.039 4.589 5.253
88 H -0.709 5.312 4.758
89 H 0.652 4.058 3.125
90 N 6.260 4.418 0.674
91 C 6.200 3.073 0.658
92 S 7.589 2.209 0.933
93 C 4.881 2.461 0.401
94 C 3.735 3.236 0.203
95 C 2.522 2.609 -0.016
96 N 2.398 1.290 -0.053
97 C 3.478 0.538 0.125
98 C 4.732 1.074 0.356
99 H 7.166 4.836 0.784
100 H 5.481 4.989 0.401
101 H 3.758 4.317 0.222
102 H 1.605 3.171 -0.160
103 H 3.307 -0.533 0.086
104 H 5.594 0.440 0.503
105 F -1.155 8.318 -2.609
106 C -1.207 6.972 -2.516
107 C -2.319 6.343 -1.983
108 F -3.354 7.100 -1.570
109 C -2.367 4.969 -1.887
110 F -3.477 4.431 -1.368
111 C -1.324 4.125 -2.324
112 S -1.400 2.423 -2.236
113 C -0.212 4.817 -2.852
114 F 0.847 4.125 -3.294
115 C -0.153 6.190 -2.953
116 F 0.929 6.795 -3.483

Results of the natural (NBO) charge analysis, in e, for atoms 1 through 6: atom 1 (Sn): 1.488, atom 2 (C): -0.603, atom 3 (C): -0.081, atom 4 (C): -0.597, atom 5 (C): -0.596, atom 6 (C): -0.018

---

(2)
The following is a quantum chemistry calculation of a molecular structure, C48H54AuN4OSbTe, from OMol25.

Calculated values
spin multiplicity = 2
charge = +1
M = 1149.31 g/mol
HOMO-LUMO gap (alpha / beta) = 6.6 / 5.3 eV
energy = -76174.6674 eV
E_HOMO (alpha / beta) = -10.235 / -10.232 eV

Element x y z (Å)
1 Au 0.635 0.241 -0.635
2 N 3.476 9.502 2.724
3 C 3.138 8.488 2.305
4 C 2.719 7.216 1.780
5 C 2.481 7.074 0.416
6 C 2.086 5.846 -0.087
7 C 1.919 4.763 0.769
8 C 2.152 4.910 2.133
9 C 2.555 6.133 2.641
10 C 1.488 3.443 0.225
11 C 0.140 3.130 0.296
12 C -0.933 3.972 0.695
13 C -2.100 3.280 0.477
14 C -1.727 2.020 -0.037
15 N -0.409 1.930 -0.148
16 C 2.474 2.640 -0.363
17 C 3.819 2.975 -0.610
18 C 4.369 1.952 -1.365
19 C 3.356 1.006 -1.554
20 N 2.222 1.419 -0.978
21 H 2.607 7.923 -0.242
22 H 1.901 5.727 -1.147
23 H 2.018 4.066 2.797
24 H 2.740 6.256 3.699
25 H -0.824 4.976 1.074
26 H -3.108 3.616 0.653
27 H -2.362 1.190 -0.309
28 H 4.299 3.886 -0.290
29 H 5.368 1.890 -1.764
30 H 3.391 0.072 -2.093
31 C 6.884 -1.168 -5.058
32 C 6.062 -1.520 -3.852
33 C 4.871 -2.228 -3.978
34 C 4.083 -2.551 -2.880
35 C 2.826 -3.350 -3.089
36 C 4.519 -2.128 -1.618
37 Te 3.404 -2.579 0.108
38 N 1.351 -1.591 -1.071
39 C 0.155 -2.094 -0.956
40 O -0.779 -1.201 -0.662
41 C -0.260 -3.493 -1.168
42 C -1.319 -3.737 -2.040
43 C -1.719 -5.040 -2.290
44 C -1.081 -6.098 -1.659
45 C -0.044 -5.856 -0.769
46 C 0.368 -4.555 -0.525
47 C 4.468 -4.364 0.491
48 C 5.176 -5.019 -0.515
49 C 5.871 -6.181 -0.231
50 C 5.854 -6.692 1.059
51 C 5.139 -6.045 2.056
52 C 4.425 -4.881 1.795
53 C 3.638 -4.223 2.894
54 C 5.722 -1.437 -1.445
55 C 6.276 -0.984 -0.118
56 C 6.472 -1.144 -2.580
57 H 6.593 -1.762 -5.923
58 H 7.945 -1.330 -4.872
59 H 6.753 -0.116 -5.318
60 H 4.548 -2.549 -4.961
61 H 2.781 -3.722 -4.111
62 H 1.936 -2.749 -2.901
63 H 2.778 -4.214 -2.420
64 H -1.819 -2.906 -2.518
65 H -2.533 -5.229 -2.977
66 H -1.399 -7.114 -1.853
67 H 0.440 -6.678 -0.258
68 H 1.160 -4.372 0.191
69 H 5.204 -4.613 -1.518
70 H 6.425 -6.684 -1.012
71 H 6.400 -7.596 1.291
72 H 5.135 -6.449 3.061
73 H 3.817 -4.721 3.846
74 H 2.564 -4.268 2.699
75 H 3.908 -3.172 3.020
76 H 5.692 -1.308 0.744
77 H 6.319 0.105 -0.078
78 H 7.289 -1.364 0.016
79 H 7.412 -0.616 -2.459
80 C 0.497 -1.400 5.897
81 C 0.794 -1.895 4.486
82 C -0.049 -3.133 4.171
83 Sb 0.600 -0.530 2.800
84 C 2.005 1.070 3.244
85 C 3.313 0.800 2.501
86 C 2.295 1.394 4.705
87 C -1.239 0.565 3.138
88 C -2.406 -0.183 2.497
89 C -1.585 0.987 4.561
90 H 0.797 -2.161 6.623
91 H -0.569 -1.228 6.037
92 H 1.019 -0.479 6.149
93 H 1.850 -2.178 4.433
94 H -1.116 -2.893 4.185
95 H 0.115 -3.914 4.918
96 H 0.174 -3.554 3.187
97 H 1.501 1.928 2.782
98 H 3.820 -0.076 2.922
99 H 4.003 1.644 2.596
100 H 3.165 0.612 1.435
101 H 2.787 0.554 5.202
102 H 1.399 1.640 5.272
103 H 2.978 2.248 4.776
104 H -1.043 1.473 2.553
105 H -2.641 -1.090 3.060
106 H -2.197 -0.489 1.470
107 H -3.309 0.435 2.497
108 H -1.933 0.137 5.149
109 H -2.399 1.718 4.544
110 H -0.747 1.439 5.091

Results of the Löwdin charge analysis, in e, for atoms 1 through 6: atom 1 (Au): 1.281, atom 2 (N): 0.173, atom 3 (C): -0.174, atom 4 (C): -0.220, atom 5 (C): -0.003, atom 6 (C): -0.004

---

(3)
The following is a quantum chemistry calculation of 6 unconnected molecules or ions with the total composition C48H55BF2IN2O22PSi at a distorted geometry, from OMol25.

Calculated values
spin multiplicity = 1
charge = 0
M = 1246.73 g/mol
HOMO-LUMO gap = 6.5 eV
energy = -130073.5483 eV
E_HOMO = -8.197 eV

Element x y z (Å)
1 C 1.581 -3.830 0.075
2 C 2.123 -2.420 0.303
3 C 2.958 -2.301 1.570
4 C 3.270 -0.880 2.065
5 P 3.640 0.499 0.909
6 I 5.658 -1.029 -0.107
7 C 2.716 0.736 -0.666
8 C 3.294 0.804 -2.083
9 O 3.442 -0.504 -2.617
10 C 4.494 1.708 -2.321
11 N 4.681 2.078 -3.724
12 B 5.140 1.655 1.390
13 N 5.809 1.386 2.609
14 O 5.416 2.684 0.541
15 C 2.344 1.656 1.824
16 F 2.552 2.947 1.351
17 F 2.726 1.710 3.162
18 C 0.859 1.280 1.755
19 C -0.075 2.245 1.013
20 Si -1.498 1.374 0.162
21 C -2.553 2.677 -0.683
22 C -0.918 0.158 -1.133
23 C -2.544 0.465 1.424
24 C -2.836 1.017 2.676
25 C -3.665 0.370 3.577
26 C -4.210 -0.861 3.247
27 C -3.920 -1.436 2.015
28 C -3.099 -0.775 1.113
29 H 2.306 -4.466 -0.433
30 H 0.683 -3.787 -0.548
31 H 1.307 -4.293 1.025
32 H 1.263 -1.744 0.410
33 H 2.674 -2.079 -0.578
34 H 2.362 -2.768 2.365
35 H 3.862 -2.912 1.503
36 H 4.165 -0.916 2.693
37 H 2.457 -0.553 2.707
38 H 2.206 1.690 -0.510
39 H 1.929 -0.017 -0.687
40 H 2.487 1.273 -2.669
41 H 4.369 -0.686 -2.800
42 H 5.404 1.226 -1.966
43 H 4.332 2.626 -1.757
44 H 4.095 2.860 -3.979
45 H 4.477 1.311 -4.351
46 H 6.738 1.788 2.675
47 H 5.907 0.398 2.805
48 H 6.301 3.045 0.664
49 H 0.519 1.167 2.788
50 H 0.798 0.279 1.318
51 H 0.448 2.840 0.262
52 H -0.502 2.960 1.724
53 H -1.913 3.413 -1.180
54 H -3.179 2.210 -1.447
55 H -3.196 3.194 0.029
56 H -1.755 -0.007 -1.818
57 H -0.086 0.556 -1.718
58 H -0.641 -0.819 -0.730
59 H -2.418 1.980 2.950
60 H -3.890 0.826 4.532
61 H -4.869 -1.365 3.944
62 H -4.352 -2.396 1.757
63 H -2.904 -1.231 0.147
64 O -2.785 -1.263 -3.449
65 C -3.553 -1.534 -4.357
66 C -4.954 -1.839 -4.185
67 C -5.683 -2.124 -5.273
68 O -6.972 -2.412 -5.254
69 C -5.089 -2.140 -6.668
70 O -5.865 -2.410 -7.570
71 C -3.696 -1.824 -6.834
72 C -2.968 -1.531 -5.750
73 O -1.688 -1.205 -5.785
74 H -5.369 -1.824 -3.187
75 H -7.221 -2.585 -6.185
76 H -3.284 -1.809 -7.833
77 H -1.414 -1.061 -4.857
78 O 1.090 -5.528 8.433
79 C 1.299 -5.443 7.237
80 C 0.435 -4.779 6.288
81 C 0.787 -4.776 4.994
82 O 0.083 -4.203 4.035
83 C 2.054 -5.443 4.493
84 O 2.254 -5.375 3.293
85 C 2.926 -6.093 5.443
86 C 2.574 -6.095 6.737
87 O 3.283 -6.653 7.701
88 H -0.466 -4.307 6.652
89 H 0.571 -4.369 3.203
90 H 3.832 -6.555 5.081
91 H 2.781 -6.502 8.528
92 O -7.097 -0.678 2.234
93 C -7.788 0.192 1.744
94 C -9.233 0.238 1.810
95 C -9.876 1.248 1.208
96 O -11.188 1.399 1.197
97 C -9.143 2.343 0.458
98 O -9.844 3.196 -0.058
99 C -7.702 2.306 0.405
100 C -7.054 1.297 1.009
101 O -5.740 1.174 1.015
102 H -9.748 -0.548 2.344
103 H -11.359 2.213 0.681
104 H -7.185 3.095 -0.123
105 H -5.503 0.368 1.520
106 O 8.750 1.607 3.425
107 C 9.883 1.662 3.878
108 C 10.902 0.671 3.648
109 C 12.108 0.850 4.210
110 O 13.122 0.020 4.074
111 C 12.431 2.052 5.078
112 O 13.556 2.090 5.539
113 C 11.408 3.050 5.297
114 C 10.205 2.870 4.735
115 O 9.193 3.709 4.872
116 H 10.664 -0.182 3.028
117 H 13.859 0.401 4.593
118 H 11.646 3.907 5.910
119 H 8.441 3.323 4.383
120 O -4.107 1.119 -6.643
121 C -4.892 1.833 -7.246
122 C -6.274 1.514 -7.502
123 C -7.017 2.394 -8.191
124 O -8.289 2.219 -8.489
125 C -6.457 3.706 -8.708
126 O -7.233 4.408 -9.329
127 C -5.075 4.030 -8.438
128 C -4.334 3.150 -7.749
129 O -3.063 3.329 -7.441
130 H -6.671 0.577 -7.137
131 H -8.562 3.011 -8.994
132 H -4.684 4.970 -8.800
133 H -2.786 2.529 -6.951

Results of the Löwdin charge analysis, in e, for atoms 1 through 6: atom 1 (C): -0.079, atom 2 (C): -0.281, atom 3 (C): -0.283, atom 4 (C): -0.328, atom 5 (P): 0.852, atom 6 (I): 0.533

---

(4)
The following is a quantum chemistry calculation of a molecular structure, C48H55BrFeOP2SSi, from OMol25.

Calculated values
spin multiplicity = 1
charge = +2
M = 905.82 g/mol
HOMO-LUMO gap = 8.2 eV
energy = -194425.0074 eV
E_HOMO = -14.036 eV

Element x y z (Å)
1 Fe 0.069 0.226 0.123
2 O -1.032 2.224 -2.056
3 S -0.036 1.192 -1.793
4 C 1.594 1.862 -2.002
5 C 1.786 3.033 -2.714
6 C 3.075 3.541 -2.795
7 C 4.128 2.892 -2.162
8 C 3.915 1.725 -1.438
9 C 2.633 1.197 -1.352
10 P 2.181 -0.315 -0.450
11 C 3.302 -0.457 0.955
12 C 4.507 -1.152 0.859
13 C 5.372 -1.185 1.942
14 C 5.043 -0.525 3.118
15 C 3.848 0.175 3.216
16 C 2.977 0.207 2.139
17 C 2.585 -1.673 -1.576
18 C 2.893 -1.433 -2.914
19 C 3.147 -2.496 -3.768
20 C 3.101 -3.798 -3.294
21 C 2.812 -4.042 -1.957
22 C 2.556 -2.985 -1.100
23 C -0.136 -0.102 -3.014
24 C 0.122 0.162 -4.350
25 C 0.036 -0.882 -5.257
26 C -0.298 -2.160 -4.822
27 C -0.580 -2.405 -3.485
28 C -0.513 -1.367 -2.564
29 P -0.959 -1.458 -0.807
30 C -2.738 -1.150 -0.731
31 C -3.376 -0.346 -1.674
32 C -4.722 -0.044 -1.525
33 C -5.430 -0.539 -0.440
34 C -4.795 -1.337 0.504
35 C -3.451 -1.639 0.367
36 C -0.707 -3.074 -0.069
37 C -1.374 -4.208 -0.535
38 C -1.207 -5.421 0.112
39 C -0.404 -5.502 1.244
40 C 0.227 -4.369 1.738
41 C 0.073 -3.156 1.083
42 H 0.943 3.541 -3.165
43 H 3.256 4.456 -3.342
44 H 5.125 3.307 -2.222
45 H 4.738 1.239 -0.930
46 H 4.772 -1.665 -0.056
47 H 6.307 -1.724 1.866
48 H 5.723 -0.551 3.959
49 H 3.598 0.697 4.130
50 H 2.047 0.759 2.226
51 H 2.940 -0.421 -3.296
52 H 3.392 -2.303 -4.804
53 H 3.306 -4.625 -3.962
54 H 2.798 -5.056 -1.579
55 H 2.357 -3.185 -0.056
56 H 0.393 1.159 -4.675
57 H 0.237 -0.703 -6.305
58 H -0.347 -2.973 -5.534
59 H -0.844 -3.404 -3.169
60 H -2.839 0.045 -2.528
61 H -5.215 0.575 -2.261
62 H -6.481 -0.308 -0.332
63 H -5.353 -1.731 1.344
64 H -2.961 -2.263 1.105
65 H -2.050 -4.141 -1.378
66 H -1.720 -6.300 -0.253
67 H -0.287 -6.449 1.752
68 H 0.831 -4.428 2.633
69 H 0.565 -2.270 1.475
70 C -4.292 0.199 4.069
71 C -3.479 1.472 4.345
72 C -3.963 2.079 5.680
73 C -3.797 2.452 3.205
74 Si -1.625 1.111 4.547
75 Br -0.991 0.774 2.184
76 C -0.513 2.575 5.028
77 C -1.049 3.912 4.496
78 C 0.934 2.451 4.527
79 C -0.498 2.630 6.571
80 C -1.152 -0.587 5.265
81 C -1.601 -1.778 4.402
82 C -1.832 -0.694 6.648
83 C 0.364 -0.732 5.458
84 H -5.340 0.485 3.943
85 H -4.251 -0.519 4.887
86 H -3.973 -0.292 3.147
87 H -5.046 2.215 5.624
88 H -3.525 3.058 5.878
89 H -3.763 1.434 6.538
90 H -4.863 2.689 3.250
91 H -3.605 2.008 2.227
92 H -3.253 3.391 3.267
93 H -1.100 3.929 3.405
94 H -0.364 4.705 4.805
95 H -2.031 4.164 4.893
96 H 0.988 2.552 3.442
97 H 1.415 1.519 4.816
98 H 1.515 3.270 4.958
99 H -1.498 2.703 7.003
100 H 0.051 3.523 6.880
101 H 0.005 1.771 7.015
102 H -2.670 -1.798 4.209
103 H -1.347 -2.698 4.935
104 H -1.079 -1.800 3.443
105 H -2.919 -0.725 6.576
106 H -1.556 0.120 7.320
107 H -1.512 -1.626 7.121
108 H 0.908 -0.644 4.513
109 H 0.568 -1.728 5.861
110 H 0.772 -0.010 6.165

Results of the Löwdin charge analysis, in e, for atoms 1 through 6: atom 1 (Fe): -0.193, atom 2 (O): -0.364, atom 3 (S): 0.850, atom 4 (C): -0.352, atom 5 (C): -0.034, atom 6 (C): -0.024